Entry 1:
The following is a DFT calculation (ωB97M-V with the def2-TZVPD basis set) of a 3-piece molecular cluster, C21H43FINO11S3 overall in a non-equilibrium geometry.

The geometry in XYZ format:
```
81
Properties=species:S:1:pos:R:3:forces:R:3
C 5.357 -1.140 0.997 -0.001 -0.024 -0.203
C 4.584 -0.653 -0.240 0.014 0.148 0.670
C 3.910 -1.817 -0.939 0.403 0.530 0.210
O 2.898 -1.367 -1.827 0.022 -0.277 -0.047
C 1.692 -2.062 -1.771 -0.048 0.350 -0.556
C 0.633 -1.309 -0.889 1.063 -0.598 0.693
F 1.267 -0.220 -0.325 -0.286 0.013 -0.097
C 0.145 -2.187 0.267 -1.019 0.147 -0.780
C -1.300 -1.891 0.647 0.270 0.394 0.465
C -1.492 -0.503 1.317 0.343 -1.005 0.148
C -1.988 -0.635 2.736 -0.841 1.149 0.431
O -2.520 0.276 3.338 0.474 -0.925 -0.435
C -2.269 -2.157 -0.496 -0.823 -0.728 0.727
C -2.169 -3.591 -1.038 -0.581 0.269 -0.115
C -2.487 -4.694 -0.025 0.715 -0.766 0.088
N -1.311 -5.483 0.437 -0.358 0.623 0.062
C -3.719 -1.940 0.032 -0.060 0.307 -0.709
C -4.458 -0.777 -0.626 -0.466 -0.208 0.642
C -5.827 -0.521 -0.007 0.157 0.189 -0.506
I -7.150 -2.205 -0.206 0.057 0.125 0.174
O -2.091 -1.271 -1.634 1.046 -0.205 0.155
S -0.697 -0.562 -1.932 -0.144 1.757 -0.877
O -0.803 0.801 -1.501 -0.187 -0.425 0.320
O -0.401 -0.765 -3.318 -0.141 -0.623 0.296
H 4.788 -0.962 1.906 -0.081 -0.074 0.106
H 5.552 -2.210 0.935 0.157 -0.096 0.033
H 6.310 -0.631 1.106 0.121 0.046 -0.014
H 5.252 -0.114 -0.900 0.012 -0.023 -0.248
H 3.835 0.054 0.111 -0.217 0.070 -0.231
H 3.517 -2.490 -0.173 -0.275 -0.123 -0.058
H 4.678 -2.348 -1.505 -0.087 -0.276 -0.094
H 1.822 -3.074 -1.390 0.054 -0.079 0.209
H 1.338 -2.145 -2.795 -0.236 0.000 0.007
H 0.181 -3.220 -0.062 0.199 -0.147 0.092
H 0.800 -2.072 1.125 0.288 0.123 -0.047
H -1.559 -2.622 1.416 -0.122 -0.248 -0.064
H -0.506 -0.051 1.413 -0.018 0.432 -0.150
H -2.148 0.143 0.747 0.073 0.343 0.034
H -1.859 -1.618 3.237 0.116 0.015 -0.061
H -2.926 -3.636 -1.820 0.029 0.036 -0.189
H -1.220 -3.771 -1.542 0.135 -0.040 0.007
H -2.983 -4.311 0.863 -0.184 0.163 0.000
H -3.171 -5.408 -0.475 -0.184 0.055 -0.123
H -1.080 -5.198 1.379 0.191 -0.122 0.067
H -0.510 -5.263 -0.137 0.128 -0.193 -0.060
H -3.728 -1.825 1.115 0.056 0.075 0.136
H -4.319 -2.820 -0.183 0.058 -0.217 0.078
H -4.619 -0.992 -1.678 0.265 0.114 -0.207
H -3.904 0.154 -0.518 0.122 0.112 -0.208
H -5.792 -0.189 1.024 -0.079 -0.295 0.183
H -6.316 0.261 -0.576 -0.160 0.064 0.059
C -3.864 3.202 2.904 -0.045 0.197 -0.231
C -5.127 2.727 3.587 0.528 -0.322 0.139
O -6.292 3.506 3.228 -0.144 0.051 -0.096
S -6.922 3.242 1.794 -0.078 0.283 0.421
C -8.439 4.093 2.055 -0.066 -0.006 0.032
O -7.171 1.837 1.653 0.066 -0.077 -0.143
O -6.160 3.934 0.804 0.008 -0.110 -0.188
H -3.912 3.039 1.828 0.015 -0.025 -0.002
H -3.010 2.653 3.292 -0.032 -0.045 0.061
H -3.706 4.269 3.065 -0.047 -0.002 0.066
H -5.319 1.675 3.375 -0.087 0.031 -0.051
H -5.034 2.829 4.667 -0.196 0.123 0.005
H -9.004 3.577 2.826 0.015 -0.010 0.009
H -8.980 4.077 1.111 0.036 -0.029 -0.029
H -8.218 5.116 2.345 0.030 0.003 -0.009
C 10.135 3.451 -1.914 -0.061 -0.131 -0.168
C 8.806 3.569 -1.194 0.453 0.019 0.284
O 7.678 3.487 -2.091 -0.094 -0.001 -0.063
S 7.279 2.053 -2.649 -0.259 0.376 -0.073
C 5.709 2.494 -3.307 -0.050 0.038 0.017
O 7.104 1.163 -1.541 0.200 -0.135 0.034
O 8.156 1.700 -3.720 0.078 -0.170 0.017
H 10.271 2.457 -2.337 -0.006 -0.008 0.023
H 10.952 3.641 -1.218 -0.039 0.045 0.044
H 10.192 4.168 -2.732 0.014 0.050 0.038
H 8.706 2.815 -0.412 -0.102 -0.065 -0.084
H 8.721 4.545 -0.720 -0.177 0.032 -0.092
H 5.054 2.786 -2.491 0.010 -0.004 0.012
H 5.317 1.615 -3.813 0.035 -0.038 0.020
H 5.843 3.307 -4.014 0.025 -0.003 -0.009
```
Positions in Å, forces in eV/Å.

The largest force on an atom is 1.97 eV Å⁻¹. The value obtained for the gap between HOMO and LUMO is 9.6 eV. The highest occupied orbital energy comes out at -9.34 eV. As for the spin multiplicity: 1. Its SMILES is CCCOC[C@]1(F)C[C@@H](CC=O)[C@@](CCN)(CCCI)OS1(=O)=O.CCOS(C)(=O)=O.CCOS(C)(=O)=O.

Entry 2:
The following is a DFT calculation (ωB97M-V with the def2-TZVPD basis set) of a 7-piece molecular cluster, C21H43FO9 overall in a non-equilibrium geometry.

The geometry in XYZ format:
```
74
Properties=species:S:1:pos:R:3:forces:R:3
O 3.071 3.250 -1.643 0.026 0.080 0.104
C 2.711 2.222 -2.096 0.283 -0.239 0.013
O 3.170 1.663 -3.234 -0.080 -0.153 -0.033
C 2.412 0.485 -3.548 0.048 0.526 0.048
C 1.361 0.437 -2.442 0.142 -0.319 0.484
F 1.355 -0.763 -1.773 0.109 -0.141 -0.363
O 1.779 1.403 -1.523 -0.456 0.364 -0.302
H 1.989 0.651 -4.535 -0.083 -0.275 -0.037
H 3.051 -0.395 -3.520 0.021 -0.012 -0.013
H 0.333 0.605 -2.761 -0.022 0.151 -0.017
C 3.861 0.376 1.850 0.401 0.020 -0.223
C 4.788 1.253 0.972 -0.247 -0.419 -0.191
C 6.175 0.637 1.188 0.094 0.627 -0.258
O 6.128 0.009 2.445 0.142 -0.117 -0.001
C 4.833 -0.564 2.590 -0.162 0.308 0.123
H 3.182 -0.170 1.201 -0.136 -0.099 0.179
H 3.280 0.966 2.556 -0.042 0.037 -0.030
H 4.750 2.307 1.239 0.058 -0.003 0.070
H 4.481 1.154 -0.071 0.113 0.227 0.001
H 6.961 1.395 1.207 0.018 -0.046 0.133
H 6.439 -0.049 0.370 -0.162 -0.258 0.170
H 4.631 -0.592 3.658 -0.047 -0.217 -0.007
H 4.808 -1.578 2.185 -0.014 -0.014 -0.033
C 0.383 -4.288 -2.176 -0.092 -0.716 -0.242
C -0.925 -3.532 -2.084 -0.183 0.378 0.510
C -1.719 -4.444 -1.158 0.023 -0.310 -0.358
O -1.351 -5.769 -1.554 -0.369 -0.065 0.099
C -0.138 -5.739 -2.285 0.456 0.591 0.045
H 0.951 -4.215 -1.248 0.094 0.297 -0.059
H 0.996 -4.014 -3.032 0.114 0.052 0.104
H -1.416 -3.461 -3.056 0.016 -0.051 -0.043
H -0.838 -2.522 -1.676 0.106 -0.010 -0.051
H -2.796 -4.337 -1.281 -0.033 -0.032 0.139
H -1.443 -4.313 -0.107 -0.068 0.221 0.011
H -0.325 -5.998 -3.331 -0.006 -0.164 0.013
H 0.566 -6.436 -1.834 -0.023 -0.178 -0.154
C -2.082 3.984 2.061 0.362 0.257 -0.174
C -3.580 3.741 2.213 0.314 -0.243 0.168
C -4.021 5.056 2.801 -0.313 0.542 0.694
O -3.042 5.286 3.817 -0.052 -0.298 -0.006
C -1.780 4.901 3.259 0.061 0.731 0.000
H -1.839 4.543 1.154 -0.194 -0.166 -0.138
H -1.483 3.077 2.051 -0.042 -0.042 0.107
H -3.693 3.017 3.024 -0.232 -0.163 -0.167
H -4.101 3.373 1.332 0.012 0.193 -0.117
H -5.000 5.028 3.282 0.080 -0.109 0.059
H -4.033 5.924 2.128 0.104 -0.290 -0.383
H -1.144 4.470 4.032 -0.257 -0.218 0.093
H -1.286 5.827 2.941 0.143 -0.161 -0.150
C -3.250 0.908 -2.273 0.591 0.196 -0.113
C -3.222 -0.468 -2.947 -0.642 -0.427 -0.589
C -3.902 -1.402 -1.931 0.492 0.490 0.037
O -4.718 -0.555 -1.135 0.053 -0.064 -0.133
C -4.026 0.676 -0.978 -0.493 0.151 0.275
H -3.724 1.646 -2.918 -0.142 -0.027 0.070
H -2.244 1.293 -2.077 -0.038 -0.065 0.093
H -2.255 -0.833 -3.296 0.172 0.112 0.371
H -3.838 -0.460 -3.851 -0.016 0.163 0.079
H -3.142 -1.884 -1.305 -0.111 -0.146 0.048
H -4.529 -2.144 -2.417 -0.041 -0.121 0.173
H -3.387 0.663 -0.084 0.192 -0.240 -0.146
H -4.783 1.436 -0.780 0.014 0.016 -0.125
C 1.143 -2.977 3.118 -0.049 -0.252 -0.034
O 2.041 -2.059 2.541 0.149 -0.044 -0.030
H 0.375 -2.481 3.718 0.038 -0.041 0.100
H 0.636 -3.615 2.380 0.030 0.149 -0.090
H 1.730 -3.648 3.745 -0.076 0.093 0.135
H 1.542 -1.405 2.036 -0.125 0.040 -0.050
C -0.198 0.925 0.921 -0.409 -0.570 0.954
O 0.398 -0.380 0.911 -0.006 0.411 -0.180
H -0.861 0.951 1.792 -0.201 0.104 -0.203
H 0.529 1.717 1.091 0.296 -0.153 -0.429
H -0.786 1.080 0.018 0.089 0.277 -0.041
H 0.068 -0.840 0.137 0.208 -0.126 0.010
```
Positions in Å, forces in eV/Å.

The energy above the lowest of the compared OMol25 structures with the same formula, charge and spin comes out at 0.0 kcal/mol. The largest force on an atom is 1.18 eV Å⁻¹. The value obtained for the gap between HOMO and LUMO is 9.4 eV. The highest occupied orbital energy comes out at -9.29 eV. As for the spin multiplicity: 1. Its SMILES is O=C1OC[C@@H](F)O1.C1CCOC1.C1CCOC1.C1CCOC1.C1CCOC1.CO.CO.

Entry 3:
The following is a DFT calculation (ωB97M-V with the def2-TZVPD basis set) of a 4-piece molecular cluster, C21H43IN4O8P3 overall in a non-equilibrium geometry.

The geometry in XYZ format:
```
80
Properties=species:S:1:pos:R:3:forces:R:3
C 2.512 2.264 2.287 -0.198 -0.175 0.181
O 1.683 1.538 1.421 -0.048 0.098 -0.089
C 1.006 0.490 2.115 0.754 -0.520 0.045
C 0.351 -0.474 1.156 -0.849 0.600 0.564
C -0.179 -1.687 1.936 0.684 -0.560 -0.393
C -1.326 -2.424 1.226 0.131 0.341 0.695
P -2.923 -1.433 1.046 0.427 -1.499 -0.424
P -3.795 -3.132 -0.207 0.427 0.683 -1.100
N -3.291 -3.226 -1.682 -0.023 -0.282 0.400
O -3.514 -4.554 0.585 -0.398 0.369 0.275
O -5.435 -2.971 -0.150 0.355 -0.581 0.245
O -4.385 -0.458 0.572 0.037 0.213 0.377
C -4.069 0.836 0.905 0.636 0.925 0.289
C -5.137 1.900 0.610 -0.206 0.144 -0.069
C -4.868 2.505 -0.749 -0.297 -0.274 -0.150
O -5.096 1.976 -1.792 -0.012 0.134 0.024
O -4.340 3.796 -0.702 0.183 -0.116 0.083
C -3.552 0.679 2.360 -1.045 -0.907 0.544
P -3.325 2.205 3.358 0.422 0.855 -0.448
O -4.895 2.468 3.756 0.122 -0.391 -0.112
I -2.332 1.406 5.483 -0.067 -0.314 -0.044
O -2.479 -0.183 2.247 0.045 0.482 -0.324
H 2.998 3.059 1.724 -0.038 0.040 -0.015
H 3.278 1.620 2.742 0.053 -0.017 -0.072
H 1.928 2.692 3.115 0.029 0.157 -0.036
H 1.755 -0.055 2.713 -0.076 0.067 -0.042
H 0.272 0.891 2.825 -0.068 0.145 -0.066
H -0.516 0.045 0.746 0.157 0.024 -0.369
H 1.028 -0.769 0.356 -0.193 0.119 0.269
H -0.413 -1.423 2.969 -0.247 0.119 -0.096
H 0.662 -2.392 2.009 -0.047 -0.007 0.117
H -0.983 -2.648 0.213 -0.177 0.002 -0.128
H -1.484 -3.385 1.724 -0.137 0.061 0.079
H -2.309 -0.770 -0.063 -0.213 0.116 -0.032
H -3.608 -2.073 2.170 -0.233 0.153 -0.031
H -2.865 -4.132 -1.850 -0.096 0.061 -0.259
H -3.790 -4.457 1.507 0.206 -0.127 0.029
H -5.717 -3.071 0.769 -0.166 0.318 -0.060
H -3.157 1.194 0.385 0.017 -0.217 -0.214
H -6.149 1.493 0.622 0.063 -0.219 -0.015
H -5.088 2.714 1.330 -0.005 -0.060 0.100
H -3.376 3.735 -0.691 -0.033 0.057 -0.037
H -4.392 0.126 2.855 0.016 0.204 0.225
H -5.398 1.643 3.660 -0.098 0.100 0.181
C 2.183 -0.797 -4.481 -0.005 -0.007 -0.004
C 2.587 0.135 -3.346 -0.069 0.004 -0.233
C 3.301 -0.596 -2.205 -0.005 0.324 -0.085
C 2.425 -1.569 -1.560 0.158 -0.161 0.082
N 1.733 -2.315 -1.028 0.132 -0.236 -0.256
H 1.474 -1.553 -4.139 0.007 0.004 0.023
H 1.704 -0.233 -5.283 -0.003 -0.016 -0.009
H 3.054 -1.306 -4.899 -0.005 0.002 -0.013
H 1.704 0.646 -2.957 0.028 -0.015 0.085
H 3.256 0.908 -3.732 0.047 -0.008 0.068
H 3.630 0.124 -1.452 -0.062 -0.069 0.082
H 4.194 -1.102 -2.576 -0.049 -0.086 -0.008
C 2.677 1.522 -8.194 0.045 0.007 -0.031
C 3.096 0.680 -9.394 -0.071 0.192 0.121
C 3.102 -0.822 -9.091 -0.028 0.103 -0.268
C 4.082 -1.173 -8.066 -0.082 -0.096 0.105
N 4.842 -1.438 -7.248 0.058 0.041 -0.026
H 3.374 1.402 -7.363 -0.016 -0.037 0.009
H 2.655 2.579 -8.459 -0.014 0.002 0.015
H 1.682 1.241 -7.846 0.003 -0.001 0.013
H 4.086 0.990 -9.734 0.014 -0.064 -0.018
H 2.406 0.859 -10.221 0.010 -0.075 -0.024
H 3.332 -1.385 -9.997 0.041 -0.053 0.047
H 2.112 -1.143 -8.762 0.035 -0.022 0.101
C 3.195 0.355 8.089 0.051 0.029 -0.037
C 2.709 1.438 7.132 0.094 -0.090 0.179
C 1.378 1.088 6.459 0.224 0.299 0.031
C 1.495 -0.104 5.621 -0.221 -0.117 0.093
N 1.587 -1.067 5.004 0.144 -0.008 0.102
H 3.381 -0.582 7.563 -0.044 -0.007 -0.004
H 4.126 0.657 8.570 -0.006 -0.012 0.016
H 2.458 0.166 8.872 -0.004 -0.015 -0.006
H 3.469 1.620 6.370 -0.047 0.016 -0.048
H 2.579 2.372 7.682 -0.052 0.026 -0.055
H 1.040 1.927 5.850 -0.080 -0.101 -0.104
H 0.607 0.916 7.212 -0.024 -0.076 -0.038
```
Positions in Å, forces in eV/Å.

The largest force on an atom is 1.62 eV Å⁻¹. As for the charge: -1. The value obtained for the gap between HOMO and LUMO is 6.6 eV. The highest occupied orbital energy comes out at -4.58 eV. As for the spin multiplicity: 1.

Among the records above, which one has the lowest gap between HOMO and LUMO?
C21H43IN4O8P3